[1]
Here is a single C12H22BF3NO2 molecule in a non-equilibrium geometry from the Open Molecules 2025 dataset. Energies are from wB97M-V/def2-TZVPD.

Geometry (Å):
C -2.629 -0.308 3.255
C -1.484 -0.361 2.218
B -1.990 -0.249 0.720
O -3.296 0.136 0.491
C -1.043 -0.502 -0.556
C -1.834 -1.142 -1.696
F -1.087 -1.270 -2.820
F -2.925 -0.461 -2.068
F -2.246 -2.390 -1.373
C 0.133 -1.478 -0.287
C 1.555 -0.913 -0.151
C 2.518 -2.047 -0.548
C 1.901 -0.500 1.288
N 1.785 0.201 -1.097
O 3.007 0.566 -1.183
C 0.840 1.344 -1.139
C 1.067 2.039 -2.503
C 1.170 2.377 -0.044
C -0.650 0.931 -1.042
H -2.270 -0.688 4.216
H -2.997 0.709 3.412
H -3.459 -0.957 2.956
H -0.819 0.490 2.418
H -0.926 -1.288 2.373
H -3.537 0.911 1.010
H -0.048 -2.078 0.610
H 0.170 -2.196 -1.112
H 2.470 -2.193 -1.632
H 3.548 -1.807 -0.280
H 2.196 -2.981 -0.080
H 2.877 -0.004 1.309
H 1.160 0.154 1.744
H 1.972 -1.407 1.896
H 1.377 1.307 -3.252
H 0.167 2.566 -2.824
H 1.876 2.771 -2.424
H 0.803 2.078 0.941
H 2.239 2.588 -0.023
H 0.647 3.304 -0.311
H -1.130 1.676 -0.394
H -1.108 1.073 -2.021

Computed properties:
Kohn-Sham gap (alpha / beta) in eV: 8.686 / 9.922
<S²>: 0.7539
2S+1: 2
M in g mol⁻¹: 280.119
DFT total energy in Eh: -1000.13025

Atomic partial charges in e from the Löwdin method, atoms 1 to 6: number 1, C, carries -0.1111; number 2, C, carries -0.1377; number 3, B, carries -0.4063; number 4, O, carries 0.1527; number 5, C, carries -0.1815; number 6, C, carries -0.5841

[2]
Here is a single C12H22BNO5 molecule in a non-equilibrium geometry from the Open Molecules 2025 dataset. Energies are from wB97M-V/def2-TZVPD.

Geometry (Å):
N 2.644 0.368 1.142
C 1.415 0.561 0.354
C 1.366 1.987 -0.135
O 0.994 2.205 -1.260
O 1.804 2.904 0.713
C 1.429 -0.488 -0.832
C 0.411 -1.605 -0.526
C 1.080 -2.995 -0.492
C 0.905 -3.553 0.946
O -0.122 -4.550 0.952
C 0.557 -2.349 1.834
C -0.153 -1.343 0.956
C 0.198 0.150 1.284
C -0.976 1.119 1.206
C -1.670 1.128 -0.184
C -2.468 2.348 -0.551
B -2.548 2.298 -2.143
O -1.430 2.547 -2.935
O -3.792 2.170 -2.764
H 3.426 0.646 0.559
H 2.546 0.982 1.963
H 1.856 3.735 0.178
H 2.439 -0.852 -0.961
H 1.167 0.047 -1.740
H -0.407 -1.619 -1.274
H 2.156 -2.888 -0.721
H 0.657 -3.716 -1.206
H 1.859 -4.024 1.299
H -0.878 -4.161 0.475
H -0.116 -2.625 2.620
H 1.443 -1.874 2.220
H -1.244 -1.515 1.032
H 0.573 0.159 2.335
H -1.717 0.929 1.999
H -0.634 2.153 1.376
H -0.899 0.961 -0.945
H -2.311 0.249 -0.322
H -3.413 2.347 0.018
H -1.984 3.293 -0.317
H -0.552 2.554 -2.447
H -3.612 2.318 -3.706

Computed properties:
SMILES string: N[C@@]1(C(=O)O)C[C@H]2C[C@H](O)C[C@H]2[C@@H]1CCCB(O)O
Kohn-Sham gap in eV: 10.087
Energy above the lowest of the compared OMol25 structures with the same formula, charge and spin in eV: 0.0000
M in g mol⁻¹: 271.122
DFT total energy in Eh: -926.38625

Atomic partial charges in e from the Löwdin method, atoms 1 to 6: number 1, N, carries 0.0890; number 2, C, carries -0.3559; number 3, C, carries -0.4916; number 4, O, carries 0.0909; number 5, O, carries 0.1382; number 6, C, carries -0.0490

[3]
Here is 2 unconnected molecules or ions with the total composition C12H22BrF6O2P2 in a non-equilibrium geometry from the Open Molecules 2025 dataset. Energies are from wB97M-V/def2-TZVPD.

Geometry (Å):
C 3.667 -0.205 -0.923
C 2.297 -0.591 -1.505
C 1.165 0.427 -1.254
C 1.334 1.241 0.022
O 1.529 0.351 1.103
C 0.323 0.028 1.679
O 0.237 -0.830 2.411
C -0.790 0.948 1.130
C -1.824 0.203 0.264
C -2.060 -1.255 0.664
C -2.813 -1.951 -0.486
Br -3.145 -1.281 2.297
C 0.102 2.021 0.506
P -0.536 3.399 -0.548
C -1.829 2.821 -1.736
C -1.447 4.559 0.593
H 3.872 0.862 -0.943
H 3.734 -0.583 0.092
H 4.431 -0.737 -1.484
H 2.036 -1.581 -1.148
H 2.398 -0.679 -2.588
H 0.966 1.053 -2.122
H 0.253 -0.157 -1.118
H 2.110 1.986 -0.140
H -1.342 1.249 2.020
H -1.601 0.261 -0.797
H -2.776 0.714 0.406
H -1.142 -1.815 0.799
H -3.339 -1.220 -1.097
H -2.050 -2.397 -1.125
H -3.443 -2.754 -0.124
H 0.469 2.561 1.385
H -2.673 2.411 -1.173
H -2.236 3.653 -2.299
H -1.481 2.042 -2.403
H -1.263 5.591 0.333
H -1.073 4.346 1.595
H -2.512 4.324 0.608
F 0.466 -3.654 2.187
P 1.495 -4.148 1.021
F 2.431 -4.239 2.363
F 2.882 -3.792 0.223
F 1.887 -5.720 0.780
F 1.130 -2.727 0.266
F 0.160 -4.735 0.266

Computed properties:
Kohn-Sham gap in eV: 8.599
Charge: -1
M in g mol⁻¹: 454.146
DFT total energy in Eh: -4477.05719

Atomic partial charges in e from the Löwdin method, atoms 1 to 6: number 1, C, carries -0.0973; number 2, C, carries -0.2175; number 3, C, carries -0.1330; number 4, C, carries -0.3366; number 5, O, carries 0.0610; number 6, C, carries -0.4864

[4]
Here is a molecular structure, C12H22CeClCoN2O3 in a non-equilibrium geometry from the Open Molecules 2025 dataset. Energies are from wB97M-V/def2-TZVPD.

Geometry (Å):
Ce 0.986 5.628 -0.410
Cl 0.446 4.017 -1.687
C 2.878 6.120 -0.381
C -0.464 6.455 0.607
H 3.088 6.956 0.296
H 3.498 5.269 -0.070
H 3.223 6.403 -1.384
H -0.119 7.278 1.245
H -0.962 5.716 1.249
H -1.237 6.850 -0.065
Co 0.618 0.922 0.416
C 2.153 1.057 -1.017
C 1.082 0.411 2.154
H 2.916 1.772 -0.667
H 2.656 0.082 -1.119
H 1.806 1.376 -2.010
H 0.367 0.329 2.985
H 2.106 0.164 2.469
C -1.091 -3.201 2.271
C -0.859 -3.840 0.894
C -1.103 -2.872 -0.309
C -0.863 -3.608 -1.667
C 0.538 -4.189 -1.902
C -2.560 -2.412 -0.303
O -3.450 -3.247 -0.400
N -2.899 -1.100 -0.184
C -1.971 -0.120 -0.039
O -2.330 1.035 0.119
N -0.649 -0.409 -0.029
C -0.176 -1.671 -0.163
O 1.031 -1.847 -0.093
H -0.405 -2.343 2.430
H -0.887 -3.950 3.065
H -2.139 -2.853 2.376
H 0.191 -4.202 0.886
H -1.522 -4.728 0.804
H -1.578 -4.457 -1.744
H -1.082 -2.905 -2.500
H 0.799 -4.945 -1.134
H 0.554 -4.699 -2.888
H 1.311 -3.397 -1.928
H -3.900 -0.844 -0.176

Computed properties:
Kohn-Sham gap (alpha / beta) in eV: 5.347 / 6.344
<S²>: 8.7654
2S+1: 6
Charge: -1
M in g mol⁻¹: 476.821
DFT total energy in Eh: -3123.46924

Atomic partial charges in e from the Löwdin method, atoms 1 to 6: number 1, Ce, carries 0.4423; number 2, Cl, carries 0.2754; number 3, C, carries -0.4495; number 4, C, carries -0.4519; number 5, H, carries 0.0187; number 6, H, carries 0.0404

[5]
Here is a molecular structure, C12H22ClI2LuN2P2 in a non-equilibrium geometry from the Open Molecules 2025 dataset. Energies are from wB97M-V/def2-TZVPD.

Geometry (Å):
I 0.803 -5.073 -3.995
I -1.898 -5.015 -3.867
Lu 0.073 -0.022 -0.020
P 0.055 -1.433 2.058
C 0.015 -3.138 1.702
C 1.537 -1.049 2.953
H 1.484 -1.619 3.878
H -1.208 -1.569 3.993
H 1.613 0.024 3.181
H -1.338 0.086 3.298
H 0.876 -3.446 1.087
H 2.436 -1.337 2.386
C -1.323 -0.991 3.072
H 0.049 -3.643 2.668
H -2.275 -1.256 2.583
H -0.905 -3.415 1.164
P -0.053 1.660 -1.882
C -0.125 0.905 -3.451
C -1.448 2.713 -1.646
H 1.509 3.131 -0.781
H 1.312 3.416 -2.545
H 2.322 2.062 -1.949
C 1.411 2.660 -1.772
H -1.442 3.187 -0.654
H -1.377 3.474 -2.429
H -0.140 1.723 -4.172
H -1.035 0.291 -3.560
H -2.391 2.152 -1.757
H 0.747 0.257 -3.635
Cl 0.029 1.923 1.494
N 6.250 0.533 -2.645
C 5.523 0.622 -1.782
C 4.575 0.795 -0.638
C 5.038 1.558 0.414
C 4.165 1.808 1.446
C 2.896 1.307 1.336
N 2.406 0.588 0.327
C 3.294 0.305 -0.669
H 6.040 1.988 0.457
H 4.462 2.408 2.306
H 2.264 1.635 2.229
H 2.923 -0.268 -1.568

Computed properties:
Kohn-Sham gap in eV: 5.925
Energy above the lowest of the compared OMol25 structures with the same formula, charge and spin in eV: 1.1902
Charge: +2
M in g mol⁻¹: 720.498
DFT total energy in Eh: -3553.24946

Atomic partial charges in e from the Löwdin method, atoms 1 to 6: number 1, I, carries -0.0096; number 2, I, carries 0.0083; number 3, Lu, carries 1.2798; number 4, P, carries 0.5414; number 5, C, carries -0.2710; number 6, C, carries -0.2551

> DFT total energy of number 5 (C12H22ClI2LuN2P2)?

-3553.24946 Eh

> Which value of DFT total energy does entry 2 give?

-926.38625 Eh